35
Properties=species:S:1:pos:R:3:mulliken_charge:R:1 method="wB97M-V/def2-TZVPD" orbital_gap_ev=9.45 smiles="CC(C)(C)NC(=O)c1ccc(COCC(F)(F)F)o1" homo_ev=-8.8
C 0.6692 -1.2860 0.1478 0.542
C 0.5657 -2.5786 0.5885 -0.669
H -0.1873 2.9599 -1.8246 0.429
H 0.1776 1.4444 -4.5113 0.425
H 0.1019 -3.3212 2.6392 0.562
H 3.2020 1.4451 -2.2895 0.376
N 0.8557 0.5622 -1.3127 -0.163
H 1.5296 3.1318 -1.4259 0.415
H -3.2433 -0.4875 4.4074 0.331
C 0.2048 -1.1767 2.2723 0.497
H 2.6497 1.6877 -3.9523 0.425
F -2.7966 -2.2405 2.2927 -0.247
C 1.0539 1.3349 -2.5376 1.436
H -2.3668 0.7826 3.4942 0.336
C 2.4841 1.1214 -3.0401 -1.656
C 0.0465 0.8754 -3.5950 -1.663
H 0.6840 -0.7299 4.3047 0.294
H -0.9705 1.0157 -3.2353 0.370
C 0.9589 -0.7796 -1.2100 0.135
F -4.2692 -0.6741 2.1863 -0.296
C -2.4632 -0.3010 3.6628 -0.515
C -0.0773 -0.4729 3.5617 -0.847
C 0.2662 -2.5065 1.9650 -0.452
F -2.3559 -0.4009 1.2621 -0.258
H 2.6440 0.0669 -3.2447 0.407
O 1.2597 -1.5332 -2.1173 -0.687
H 0.1987 -0.1785 -3.8086 0.415
H 0.6886 -3.4566 -0.0102 0.541
H -0.0623 0.6117 3.3884 0.362
C -2.9567 -0.9196 2.3436 0.810
O 0.4480 -0.4286 1.1756 -0.285
H 0.9694 3.4219 -3.0724 0.436
C 0.8263 2.8051 -2.1895 -1.799
H 0.5627 1.0676 -0.4918 0.349
O -1.2982 -0.8620 4.1766 -0.355